1.
56
Properties=species:S:1:pos:R:3:nbo_charge:R:1 method="wB97M-V/def2-TZVPD" e_above_lowest_ev=0.000 gap_ev=8.45 e_tot_ev=-44258.2988 smiles="CCO[P@@](=O)(c1ccc(N(C)C)cc1)[C@H](O)c1cc(OC)c(OC)c(OC)c1"
C -3.1257 -0.3298 -3.0594 -0.6364
C -1.8495 -0.3005 -3.8832 -0.0650
O -0.7068 -0.0881 -3.0679 -0.8148
P -0.4479 1.4213 -2.5474 2.1503
O -0.8860 2.4379 -3.5179 -1.1084
C -1.1107 1.5299 -0.8744 -0.5311
C -1.4657 2.7673 -0.3564 -0.1413
C -1.8073 2.9024 0.9712 -0.2921
C -1.7835 1.7958 1.8358 0.2047
N -2.0753 1.9111 3.1664 -0.4130
C -2.5606 3.1501 3.7194 -0.4022
C -1.6146 0.9049 4.0950 -0.4068
C -1.4623 0.5427 1.2847 -0.2383
C -1.1226 0.4167 -0.0409 -0.1558
C 1.4155 1.3988 -2.3744 -0.2364
O 1.9508 1.1827 -3.6480 -0.7058
C 1.7918 0.3446 -1.3896 -0.0201
C 2.0183 -0.9566 -1.8134 -0.3352
C 2.2531 -1.9548 -0.8834 0.3450
O 2.5004 -3.2562 -1.2151 -0.5138
C 2.6011 -3.5875 -2.5787 -0.2508
C 2.2289 -1.6704 0.4978 0.1340
O 2.4450 -2.6861 1.4178 -0.5256
C 1.4490 -3.6876 1.4550 -0.2486
C 2.0258 -0.3521 0.9138 0.2872
O 1.9806 0.1066 2.1967 -0.5016
C 2.3261 -0.7236 3.2840 -0.2377
C 1.8238 0.6443 -0.0430 -0.2619
H -3.9783 -0.5376 -3.7005 0.2161
H -3.0624 -1.0927 -2.2870 0.2083
H -3.2637 0.6391 -2.5818 0.2179
H -1.6801 -1.2569 -4.3866 0.1829
H -1.9127 0.4978 -4.6317 0.1985
H -1.4632 3.6253 -1.0127 0.2308
H -2.0584 3.8819 1.3444 0.2150
H -1.7648 3.8959 3.8389 0.1860
H -3.0013 2.9542 4.6957 0.2068
H -3.3389 3.5664 3.0797 0.2068
H -0.6289 0.5367 3.8033 0.2081
H -2.3087 0.0591 4.1474 0.1910
H -1.5322 1.3405 5.0889 0.2064
H -1.4788 -0.3385 1.9050 0.2080
H -0.8651 -0.5495 -0.4482 0.2288
H 1.6964 2.3944 -1.9891 0.1971
H 1.4429 1.7243 -4.2684 0.4883
H 2.0060 -1.1552 -2.8706 0.2425
H 1.6545 -3.4226 -3.1033 0.1776
H 2.8489 -4.6481 -2.6039 0.1979
H 3.3933 -3.0169 -3.0718 0.1831
H 1.3995 -4.2446 0.5174 0.1941
H 1.7357 -4.3596 2.2626 0.1902
H 0.4636 -3.2559 1.6702 0.1630
H 1.5633 -1.4837 3.4742 0.1706
H 3.2881 -1.2139 3.1293 0.1933
H 2.3884 -0.0548 4.1438 0.1845
H 1.6650 1.6511 0.3102 0.2275

***

2.
55
Properties=species:S:1:pos:R:3:nbo_charge:R:1 method="wB97M-V/def2-TZVPD" e_above_lowest_ev=1.215 gap_ev=6.59 e_tot_ev=-113384.3992
Ir -1.3538 -0.3329 -0.1494 0.7161
C -0.0170 -3.6414 0.2299 -1.1397
Si 1.0198 -2.4119 -0.7166 1.6970
C 0.5946 -2.4522 -2.5285 -1.1276
C 2.7865 -2.9927 -0.5039 -1.1229
C 0.8029 -0.6801 -0.0254 -1.1934
C 0.6557 -0.7039 1.4315 0.2938
C 1.6127 -0.5261 2.4356 -0.2786
C 1.1714 -0.6072 3.7380 -0.1188
C -0.1893 -0.8178 4.0152 -0.2841
C -1.0815 -0.9066 2.9723 0.0763
N -0.6414 -0.8536 1.7103 -0.4362
Si 1.8162 0.7315 -0.7359 1.7315
C 1.2828 1.0179 -2.5057 -1.1302
C 1.6219 2.2466 0.3373 -1.1359
C 3.6611 0.4004 -0.7768 -1.1264
H 0.1135 -4.6315 -0.2172 0.2411
H -1.0818 -3.4063 0.2252 0.2630
H 0.3119 -3.7017 1.2726 0.2311
H 0.6652 -3.4794 -2.8977 0.2417
H 1.2809 -1.8372 -3.1158 0.2389
H -0.4223 -2.0964 -2.7148 0.2387
H 2.8685 -4.0399 -0.8114 0.2383
H 3.0992 -2.9300 0.5433 0.2317
H 3.4940 -2.4169 -1.0999 0.2333
H 2.6476 -0.3467 2.1795 0.2369
H 1.8737 -0.5007 4.5556 0.2245
H -0.5472 -0.8995 5.0309 0.2317
H -2.1457 -1.0390 3.1194 0.2203
H 0.2980 0.5900 -2.6976 0.2339
H 1.9897 0.5584 -3.2023 0.2365
H 1.2367 2.0864 -2.7307 0.2454
H 0.6051 2.3760 0.7053 0.2508
H 1.8894 3.1455 -0.2262 0.2446
H 2.2930 2.1906 1.2002 0.2297
H 3.9322 -0.4099 -1.4553 0.2298
H 4.0608 0.1570 0.2125 0.2252
H 4.1715 1.3054 -1.1236 0.2394
Br -2.1047 6.3031 -0.1145 0.0353
C -1.9555 4.4136 -0.1619 -0.1164
C -2.0733 3.6875 1.0092 -0.2227
C -1.9366 2.3054 0.9679 -0.2808
C -1.6845 1.6239 -0.2288 -0.1831
C -1.6230 2.3886 -1.3979 -0.2234
C -1.7395 3.7740 -1.3693 -0.2469
H -2.2618 4.1928 1.9470 0.2230
H -2.0122 1.7537 1.8987 0.2055
H -1.4761 1.9107 -2.3580 0.2032
H -1.6647 4.3491 -2.2830 0.2245
C -4.6388 -0.5144 -0.7102 -0.7230
C -3.2346 -1.0400 -0.6461 0.3506
O -3.0439 -2.1521 -0.1810 -0.5768
H -5.3511 -1.2752 -1.0355 0.2273
H -4.7172 0.3709 -1.3387 0.2284
H -4.8590 -0.2357 0.3220 0.2480

***

3.
53
Properties=species:S:1:pos:R:3:nbo_charge:R:1 method="wB97M-V/def2-TZVPD" e_above_lowest_ev=4.291 gap_ev=4.09 e_tot_ev=-28277.3288 charge=+1
C -0.1123 -1.1260 2.2821 -0.2659
O -0.1628 0.2764 2.0282 -0.5249
C 1.0398 0.7679 1.6754 0.7978
O 1.9732 0.0232 1.4190 -0.6016
C 1.1431 2.2789 1.6377 -0.1258
C 1.9452 2.8032 2.8494 -0.3948
C 3.2516 3.3907 2.2946 -0.4134
C 3.1523 3.3164 0.7703 -0.1961
N 1.9113 2.6574 0.4802 -0.4203
C 1.6451 2.2744 -0.7920 0.2591
C 0.8537 1.1960 -1.1622 -0.3579
C 1.2756 0.4056 -2.3499 -0.4200
C 2.0528 1.1646 -3.4551 -0.3961
C 2.1943 2.6542 -3.2344 -0.3907
C 2.5012 3.0063 -1.7780 -0.4408
H -1.1048 -1.3636 2.6756 0.1817
H 0.1045 -1.6876 1.3612 0.1867
H 0.6690 -1.3411 3.0152 0.2131
H 0.1196 2.6848 1.6269 0.2074
H 1.3457 3.5866 3.3232 0.2226
H 2.1578 2.0188 3.5897 0.2273
H 3.4035 4.4298 2.6058 0.2223
H 4.1271 2.8136 2.6153 0.2226
H 3.2025 4.3111 0.2989 0.1932
H 4.0034 2.7352 0.3724 0.1933
H 0.1082 0.7789 -0.4765 0.1761
H 1.9870 -0.3491 -1.9758 0.2058
H 0.4201 -0.1425 -2.7617 0.1716
H 3.0573 0.7383 -3.4874 0.2023
H 1.6061 1.0013 -4.4387 0.2134
H 3.0100 3.0323 -3.8509 0.2150
H 1.2881 3.1820 -3.5570 0.1995
H 2.3760 4.0902 -1.6412 0.2269
H 3.5746 2.8071 -1.6290 0.2162
C -4.5033 -1.1478 0.4611 -0.4273
N -3.3120 -1.6712 -0.2464 -0.2491
C -3.0393 -3.0417 -0.0808 0.1445
C -3.7927 -3.7675 0.8528 -0.2202
C -3.5772 -5.1302 1.0053 -0.1863
C -2.6281 -5.7779 0.2075 -0.1521
C -1.8394 -5.0448 -0.6835 -0.1816
C -2.0166 -3.6680 -0.8089 -0.2106
C -2.6053 -0.8193 -1.0032 0.0976
H -5.3615 -1.8303 0.3504 0.2479
H -4.3359 -1.0055 1.5473 0.2488
H -4.7289 -0.1973 -0.0258 0.2333
H -4.5172 -3.2408 1.4697 0.2284
H -4.1479 -5.6367 1.7751 0.2425
H -2.5157 -6.8550 0.2761 0.2421
H -1.0675 -5.5405 -1.2656 0.2444
H -1.3725 -3.0643 -1.4472 0.2206
H -1.7744 -1.1823 -1.6180 0.2351
H -2.9844 0.2059 -1.0971 0.2360